DFT (wB97M-V/def2-TZVPD) results for a cluster of 19 separate species, H39O19 in total in a non-equilibrium geometry.

## Properties
* LUMO energy: -2.88 eV
* ΔE to the lowest compared entry with this formula, charge and spin: 3.1646 eV
* charge: +1
* gap between HOMO and LUMO: 10.41 eV

CARTESIAN COORDINATES (ANGSTROEM)
O: 1.161 0.822 -1.282
H: 2.377 0.527 -3.653
H: 1.262 -0.149 -1.269
O: -3.887 0.257 2.091
H: -4.093 -0.688 2.150
H: -3.416 3.493 -1.682
O: 3.164 -1.925 1.119
H: -1.163 -0.371 -3.188
H: 1.527 -0.054 -4.832
O: -2.979 -1.810 -1.178
H: -3.093 -0.828 -0.832
H: 3.827 -1.497 0.597
O: 3.684 0.105 -2.329
H: 4.322 0.482 -2.916
H: 3.848 -0.784 -2.025
O: 0.988 3.627 1.333
H: 0.315 -0.950 3.211
H: 1.926 3.696 1.225
O: -2.818 0.574 -1.233
H: 1.952 -3.457 -0.711
H: -4.018 0.582 2.977
O: 2.397 0.119 -4.507
H: -2.426 1.231 -0.544
O: 1.059 3.454 -2.182
H: 1.019 4.411 -2.041
H: 0.550 3.150 -2.963
O: -2.182 -2.241 2.897
H: -2.522 -1.572 -2.132
H: -2.573 -2.428 -0.573
O: 1.347 -2.993 -1.283
H: 3.625 -2.649 1.567
H: 0.931 -2.292 -0.716
O: -1.302 -1.273 -2.887
H: -0.505 -1.406 -2.294
H: -1.409 -2.786 2.818
O: -1.355 1.843 0.138
H: -2.739 -2.607 3.578
H: 0.881 2.980 2.013
O: -3.601 3.056 -0.867
H: -3.073 3.232 -0.058
H: -0.617 2.091 -0.447
O: -0.273 0.585 4.687
H: 0.515 1.110 4.914
H: -3.576 1.080 -1.622
O: 2.862 2.259 2.523
H: -0.307 -1.591 0.973
H: 3.132 2.727 3.333
O: 0.057 -1.156 0.206
H: 2.203 0.876 -1.342
H: 0.541 -0.345 0.397
O: 0.817 -0.385 2.644
H: 1.586 -0.789 2.177
H: -1.142 0.899 4.875
O: -0.518 -4.931 -1.100
H: -0.790 -4.587 -1.940
H: -0.326 -4.086 -0.623
H: -0.784 1.438 0.826
H: 3.613 1.923 1.980